{
  "formula": "C3H9S2",
  "method": "wB97M-V/def2-TZVPD",
  "relative_energy_ev": 0.699,
  "lumo_ha": 0.1375,
  "max_force_ev_per_a": 0.856,
  "total_energy_ha": -916.088893,
  "homo_ha": -0.101,
  "total_charge": -1,
  "multiplicity": 1,
  "symbols": ["C", "S", "H", "H", "H", "C", "C", "S", "H", "H", "H", "H", "H", "H"],
  "xyz": [[1.814, 1.223, -0.794], [0.163, 1.970, -0.449], [2.454, 1.290, 0.090], [2.229, 1.805, -1.613], [1.711, 0.172, -1.066], [-0.887, -1.763, -1.146], [-0.497, -2.050, 0.298], [-0.677, -0.660, 1.461], [-1.719, -1.067, -1.175], [-0.067, -1.325, -1.723], [-1.161, -2.676, -1.690], [0.554, -2.350, 0.387], [-1.106, -2.855, 0.706], [-0.122, 0.570, 0.810]]
}

{
  "formula": "C3HAuO2",
  "method": "wB97M-V/def2-TZVPD",
  "relative_energy_ev": 1.807,
  "lumo_ha": [-0.4721, -0.6304],
  "max_force_ev_per_a": 15.342,
  "total_energy_ha": -399.896617,
  "homo_ha": [-0.775, -0.775],
  "total_charge": 2,
  "multiplicity": 3,
  "symbols": ["O", "O", "C", "Au", "C", "C", "H"],
  "xyz": [[1.330, -0.899, -0.029], [0.856, 1.233, -0.024], [0.468, 0.028, -0.029], [2.512, 0.484, -0.058], [-2.121, -0.553, 0.073], [-0.947, -0.283, -0.017], [-3.113, -0.962, -0.046]]
}

{
  "formula": "C3HBeO2",
  "method": "wB97M-V/def2-TZVPD",
  "relative_energy_ev": 0.108,
  "lumo_ha": -0.2557,
  "max_force_ev_per_a": 8.765,
  "total_energy_ha": -279.719725,
  "homo_ha": -0.547,
  "total_charge": 1,
  "multiplicity": 1,
  "symbols": ["H", "C", "C", "O", "Be", "O", "C"],
  "xyz": [[0.871, -1.883, -0.124], [-0.603, -0.950, 0.167], [0.635, -0.728, -0.203], [-1.734, -0.532, 0.098], [1.378, 0.420, 0.344], [0.253, 1.591, -0.111], [-0.801, 2.082, -0.172]]
}

{
  "formula": "C3HBrClN",
  "method": "wB97M-V/def2-TZVPD",
  "relative_energy_ev": 1.663,
  "lumo_ha": 0.0091,
  "max_force_ev_per_a": 3.018,
  "total_energy_ha": -3203.780735,
  "homo_ha": -0.387,
  "smiles": "N#CC#CCl.Br",
  "multiplicity": 1,
  "symbols": ["N", "C", "C", "C", "Cl", "Br", "H"],
  "xyz": [[-2.942, -3.318, 0.099], [-3.548, -2.333, 0.192], [-4.162, -1.108, 0.153], [-4.520, 0.037, 0.366], [-5.077, 1.518, 0.521], [0.097, 1.453, 0.376], [-0.638, 2.620, 0.174]]
}

{
  "formula": "C3HBrClNO2",
  "method": "wB97M-V/def2-TZVPD",
  "relative_energy_ev": 0.202,
  "lumo_ha": -0.0450,
  "max_force_ev_per_a": 3.371,
  "total_energy_ha": -3354.304743,
  "homo_ha": -0.397,
  "smiles": "N#CC(=O)Br.O=CCl",
  "multiplicity": 1,
  "symbols": ["N", "C", "C", "O", "Br", "O", "C", "Cl", "H"],
  "xyz": [[-0.425, -1.689, -2.946], [-0.151, -0.777, -3.597], [0.339, 0.334, -4.381], [-0.012, 0.975, -5.277], [2.054, 0.803, -3.284], [2.856, -0.797, -0.071], [2.265, -0.047, 0.659], [1.469, 1.352, 0.144], [2.151, -0.157, 1.694]]
}

{
  "formula": "C3HBrNO3",
  "method": "wB97M-V/def2-TZVPD",
  "relative_energy_ev": 0.729,
  "lumo_ha": 0.1352,
  "max_force_ev_per_a": 7.206,
  "total_energy_ha": -2969.423407,
  "homo_ha": -0.128,
  "total_charge": -1,
  "multiplicity": 1,
  "symbols": ["C", "C", "C", "N", "O", "O", "O", "Br", "H"],
  "xyz": [[2.279, 1.290, -0.905], [3.608, 1.212, -1.133], [-0.619, -0.646, 1.002], [-0.882, 0.227, 0.308], [4.695, 1.662, -0.952], [-0.754, -1.377, 1.898], [1.309, 1.117, -1.617], [2.519, -0.125, 0.843], [-0.314, 0.772, -0.331]]
}

{
  "formula": "C3HCl2N",
  "method": "wB97M-V/def2-TZVPD",
  "relative_energy_ev": 0.205,
  "lumo_ha": -0.0161,
  "max_force_ev_per_a": 6.233,
  "total_energy_ha": -1090.014345,
  "homo_ha": -0.370,
  "smiles": "N#CC=C(Cl)Cl",
  "multiplicity": 1,
  "symbols": ["N", "C", "C", "C", "Cl", "Cl", "H"],
  "xyz": [[3.187, -0.238, -0.024], [2.059, -0.625, -0.004], [0.720, -0.960, 0.037], [-0.310, -0.090, -0.047], [-0.283, 1.583, 0.014], [-1.925, -0.777, -0.010], [0.410, -1.987, 0.191]]
}

{
  "formula": "C3HCl2N",
  "method": "wB97M-V/def2-TZVPD",
  "relative_energy_ev": 0.751,
  "lumo_ha": -0.0145,
  "max_force_ev_per_a": 2.990,
  "total_energy_ha": -1089.994283,
  "homo_ha": -0.370,
  "smiles": "N#CC=C(Cl)Cl",
  "multiplicity": 1,
  "symbols": ["N", "C", "C", "C", "Cl", "Cl", "H"],
  "xyz": [[1.026, -2.201, 0.891], [0.530, -1.237, 0.439], [0.385, 0.213, 0.309], [-0.692, 0.727, -0.373], [-1.952, -0.406, -0.873], [-0.777, 2.322, -0.860], [1.480, 0.582, 0.468]]
}

{
  "formula": "C3HClF3OS",
  "method": "wB97M-V/def2-TZVPD",
  "relative_energy_ev": 0.000,
  "lumo_ha": 0.1292,
  "max_force_ev_per_a": 3.784,
  "total_energy_ha": -1348.193784,
  "homo_ha": -0.159,
  "total_charge": -1,
  "multiplicity": 1,
  "symbols": ["C", "C", "C", "O", "F", "F", "F", "S", "Cl", "H"],
  "xyz": [[-1.099, 1.409, -0.301], [0.475, 0.270, 0.233], [0.349, -1.150, -0.065], [-2.141, 0.912, 0.029], [1.525, -1.981, 0.135], [-0.599, -1.906, 0.528], [0.110, -1.332, -1.413], [-0.526, 2.702, -1.070], [0.427, 0.448, 2.101], [1.476, 0.628, -0.176]]
}

{
  "formula": "C3HClN2O2",
  "method": "wB97M-V/def2-TZVPD",
  "relative_energy_ev": 2.154,
  "lumo_ha": -0.0286,
  "max_force_ev_per_a": 5.995,
  "total_energy_ha": -835.000348,
  "homo_ha": -0.390,
  "smiles": "O=c1cnoc(Cl)n1",
  "multiplicity": 1,
  "symbols": ["O", "C", "C", "N", "O", "C", "Cl", "N", "H"],
  "xyz": [[1.309, 0.368, 1.913], [0.572, 0.034, 1.036], [-0.852, 0.442, 0.962], [-1.579, 0.155, -0.061], [-0.883, -0.493, -1.215], [0.508, -0.465, -1.309], [1.115, -0.536, -2.870], [1.156, -0.299, -0.197], [-1.346, 0.795, 1.740]]
}

{
  "formula": "C3HClNO3",
  "method": "wB97M-V/def2-TZVPD",
  "relative_energy_ev": 0.000,
  "lumo_ha": [0.1171, 0.1170],
  "max_force_ev_per_a": 4.408,
  "total_energy_ha": -855.539812,
  "homo_ha": [-0.036, -0.172],
  "total_charge": -1,
  "multiplicity": 3,
  "symbols": ["C", "C", "C", "N", "O", "O", "O", "Cl", "H"],
  "xyz": [[0.358, -0.647, -0.739], [0.445, -1.426, 0.365], [-0.647, 2.379, 1.056], [0.731, -0.475, -1.871], [0.813, -1.351, 1.482], [0.283, 2.935, 0.681], [-1.612, 1.913, 1.448], [-1.574, -2.252, 0.122], [1.203, -1.075, -2.544]]
}

{
  "formula": "C3HCoO2",
  "method": "wB97M-V/def2-TZVPD",
  "lumo_ha": [-0.0202, -0.1025],
  "max_force_ev_per_a": 2.890,
  "total_energy_ha": -1647.894238,
  "homo_ha": [-0.297, -0.333],
  "multiplicity": 5,
  "symbols": ["C", "C", "O", "C", "O", "H", "Co"],
  "xyz": [[-1.857, -0.193, 0.274], [-0.973, 0.657, 0.278], [0.261, 1.003, 0.019], [1.264, -0.102, -0.224], [0.774, -1.196, -0.201], [-2.636, -0.883, 0.008], [3.167, 0.714, -0.153]]
}